Here is a molecular structure, C48H48BiGe2N2O2S at a distorted geometry from the Open Molecules 2025 dataset. Energies are from ωB97M-V with the def2-TZVPD basis set.

Properties
maximum force	3.11	eV/Å
spin multiplicity	1
gap between HOMO and LUMO (spin up / spin down)	5.57 / 5.57	eV
energy relative to the best compared isomer or geometry (same formula, charge and spin)	0.00	kJ/mol
total energy	-187326.7564	eV
LUMO energy (spin up / spin down)	-4.60 / -4.60	eV
charge	+1

```
104
Properties=species:S:1:pos:R:3:forces:R:3
C 13.03169 14.35057 15.83632 0.133 -0.714 1.022
C 12.66860 12.71303 10.39780 -0.250 -1.523 1.259
Ge 12.12926 10.79437 10.92001 -0.180 0.608 -2.175
H 13.04744 12.78325 21.47876 0.020 -0.043 -0.347
C 7.19131 7.32335 14.36678 0.380 0.288 1.120
H 13.65886 10.54756 8.79754 0.092 -0.323 1.418
C 13.13138 15.71097 19.84078 1.406 0.526 -0.230
C 7.67409 9.10196 10.11163 -0.127 -0.094 -0.602
H 11.35754 10.74605 18.54319 0.002 -0.041 0.018
H 15.10700 11.80512 13.06099 0.399 -0.333 0.298
C 13.24989 15.27363 18.47708 -1.720 -0.845 2.022
H 10.76144 7.97492 10.95629 -0.214 -0.044 -0.018
C 13.12450 16.19051 17.42236 -0.045 -0.129 -0.237
H 8.41150 7.17150 10.66689 -0.005 -0.696 -0.211
H 13.10686 16.81212 19.94630 0.142 -0.742 0.381
C 12.33853 15.53294 7.96809 -0.597 -0.020 -0.152
H 9.46746 12.00502 10.26892 -0.054 -0.903 -0.119
H 5.45432 7.39460 15.67440 -1.190 -0.296 -0.160
H 8.50051 5.18658 14.28901 1.361 0.942 0.515
C 8.66557 8.18407 10.45586 0.533 1.282 0.546
H 16.00870 11.26111 14.49264 -0.106 -0.190 -0.145
C 11.11726 13.58737 7.12173 0.516 1.456 0.149
H 13.05598 17.25859 17.60386 0.085 -0.154 0.173
C 10.27505 10.00394 10.48027 2.054 0.316 1.588
Ge 12.72153 11.51165 16.46884 0.515 0.629 2.963
H 11.25193 11.77931 8.15120 0.091 0.193 0.332
C 13.53297 9.93392 9.73776 -0.013 -0.549 0.846
C 11.13045 10.91371 17.49877 -1.079 -0.654 -2.687
C 13.66696 14.69832 11.38223 -0.643 0.932 -1.317
C 11.54536 12.83186 8.15196 0.363 -0.557 1.254
C 8.94853 10.83805 14.35375 1.879 1.186 -0.689
H 11.27741 15.51995 6.09543 0.373 -0.571 0.695
C 15.51115 10.93765 17.48530 -0.374 -0.281 0.082
C 13.14704 13.85566 18.25308 0.647 1.292 -1.563
C 9.37576 8.43009 14.63469 -0.642 0.904 -0.141
H 10.38618 13.23167 6.43858 -0.185 -0.484 -0.689
H 13.05104 9.01222 9.44668 0.023 -0.498 -0.212
S 11.13149 8.35022 14.64481 0.822 0.276 -0.351
H 15.67264 11.98601 17.65987 0.279 0.483 -0.779
C 7.12714 11.73280 15.90710 0.507 -0.549 -0.022
H 17.52661 10.35490 17.70651 0.807 0.078 0.193
C 13.05904 13.46464 20.62732 1.448 -0.840 -0.040
O 14.65556 8.71840 13.93415 1.074 -1.352 -0.064
C 6.79504 13.91744 14.07857 -2.645 0.040 0.983
H 10.73184 9.99653 16.93973 0.571 0.905 1.215
H 13.27032 16.56211 10.20344 0.071 -0.963 0.849
N 8.66961 7.26443 14.55522 0.752 1.027 -0.214
C 13.89529 9.11060 17.61147 0.312 0.792 -1.215
H 7.27220 10.85821 16.58113 -0.113 0.876 -0.548
C 7.98504 10.45781 10.05018 -0.113 0.058 -0.548
C 5.74924 13.52114 14.98883 2.275 0.342 0.557
H 14.59740 7.19233 18.21593 0.324 -0.137 -0.242
C 14.87499 8.18757 17.89813 0.961 1.402 0.499
H 13.04379 13.94889 14.80731 -0.290 0.655 0.488
C 16.52202 10.01554 17.66837 -0.673 -0.706 0.499
C 12.31571 13.39180 9.24720 -1.455 2.148 -1.701
H 10.18388 5.87036 13.97934 -0.698 0.087 0.227
H 6.96494 8.09625 13.62496 0.000 0.214 0.536
H 10.19579 6.50532 16.59512 -0.292 -1.458 -0.952
H 8.97400 5.23433 16.74446 0.161 0.072 -0.519
H 13.31567 11.86712 19.13456 -0.586 1.613 0.444
C 6.50154 7.51483 15.75644 1.265 -0.048 -0.346
C 8.00144 11.93107 14.83552 0.209 0.445 -1.293
C 13.01465 15.72860 16.15403 -0.106 1.043 -1.938
H 6.54089 14.83775 13.50206 0.824 -1.044 0.087
H 4.81605 14.08366 14.94600 0.228 -0.207 0.399
C 11.58131 14.92801 6.98642 -0.088 0.909 -0.243
C 9.30529 5.91230 14.66100 -0.529 -0.237 -0.838
H 16.43538 10.61986 12.85480 -0.612 0.019 0.607
C 14.22739 10.46033 17.28796 -1.849 -0.886 -0.480
C 6.05704 12.59867 16.03712 -1.771 1.574 -1.354
H 10.56448 4.74867 16.07849 -0.846 1.092 -0.183
C 9.96228 8.65930 10.67575 0.276 -0.529 -0.293
H 6.69628 8.72341 9.78033 0.334 0.369 0.501
H 8.70821 13.30356 13.21849 -1.158 -0.321 1.338
H 12.85168 16.48362 15.34882 0.299 -0.790 0.570
C 13.05434 13.44086 16.88557 0.021 -0.608 -1.509
Bi 12.31024 10.76659 13.85688 -0.023 -1.007 -0.590
H 16.98080 7.92674 17.96210 0.207 0.243 0.183
C 16.20225 8.67499 17.86687 -0.214 -1.165 -0.272
C 13.15554 15.45940 10.34512 0.214 0.587 -1.617
C 13.47533 13.31988 11.32539 0.263 -0.745 1.415
H 5.33602 12.65785 16.85488 0.349 -0.823 -0.044
H 14.46232 9.63730 10.29065 -0.602 0.607 -0.825
H 13.96046 12.65920 12.07913 -0.669 0.867 -0.328
H 13.29909 15.18299 21.93457 -0.270 -0.013 -0.097
H 12.88424 8.75500 17.50594 -0.360 0.119 0.023
H 6.66248 8.54147 16.08974 0.197 -0.174 0.066
C 7.90750 13.12612 14.01089 1.597 -1.445 -0.629
H 6.87952 6.80176 16.53460 -0.200 0.566 -0.840
H 12.72655 16.55510 7.87513 -0.381 -0.384 -0.098
H 6.90243 6.40415 13.87564 -0.009 -0.399 0.170
C 9.78116 5.56847 16.06677 0.678 0.434 1.628
N 8.71915 9.60517 14.81376 -0.118 -0.672 -0.813
C 15.59732 10.93412 13.52622 0.866 0.426 -0.711
H 14.12977 15.21858 12.19129 0.489 -0.096 0.482
C 14.57534 9.87683 13.75547 -1.886 0.776 0.443
H 10.34509 11.66747 17.31213 0.318 -0.151 0.527
O 9.88946 11.24499 13.51437 -1.942 -1.594 1.838
H 7.26674 11.19816 9.71920 -0.266 -0.181 0.238
C 12.58235 14.85058 9.18455 0.654 -2.287 0.858
C 13.21484 14.82880 20.91384 -1.146 0.861 -1.338
C 9.28191 10.90876 10.27324 -1.016 1.503 -0.289
C 13.16829 12.97875 19.32856 -0.320 -1.564 1.315
```
Forces are in eV/Å.

Atom charges from the Mulliken analysis, given in e for atoms 1 to 8:
1 C -0.63
2 C 0.06
3 Ge 0.63
4 H 0.39
5 C -0.73
6 H 0.36
7 C -0.73
8 C -0.61